ORCA calculation (ωB97M-V with the def2-TZVPD basis set) on a molecular structure, C13H34BrClO11P2Si2.

XYZ file:
```
64
Properties=species:S:1:pos:R:3:nbo_charge:R:1
C -1.031 -2.300 -1.327 -0.6135
C -0.324 -1.676 -0.123 -0.4210
C 0.957 -0.919 -0.548 -0.6890
Cl 0.720 0.862 -0.557 -0.0543
Si 2.492 -1.462 0.379 1.5728
Br 4.140 -0.004 0.011 -0.3312
O 2.301 -1.695 1.993 -1.2369
Si 1.539 -0.619 3.014 1.4625
C 2.618 0.774 3.602 -0.9220
C 1.692 1.812 4.296 -0.3981
C 1.863 3.230 3.733 -0.5174
C 1.284 3.463 2.351 0.7926
O 1.835 4.134 1.515 -0.5496
O 0.038 2.959 2.116 -0.7171
H -0.381 -3.026 -1.824 0.2273
H -1.958 -2.798 -1.027 0.2136
H -1.284 -1.516 -2.052 0.2051
H -0.985 -0.981 0.402 0.2347
H -0.058 -2.463 0.597 0.2035
H 1.169 -1.176 -1.594 0.2537
H 2.938 -2.734 -0.203 -0.1876
H 0.355 -0.051 2.327 -0.2319
H 1.048 -1.379 4.182 -0.1970
H 3.194 1.239 2.798 0.2540
H 3.335 0.366 4.323 0.2480
H 0.636 1.519 4.200 0.1944
H 1.884 1.841 5.372 0.2228
H 1.420 3.954 4.424 0.2392
H 2.925 3.468 3.640 0.2324
H -0.008 2.015 2.324 0.5071
C -6.572 2.605 1.059 -0.2507
O -5.472 1.818 1.535 -0.8154
P -4.188 2.520 2.132 2.5820
O -3.132 1.576 2.487 -1.1007
O -4.712 3.422 3.340 -0.8282
C -5.229 2.755 4.499 -0.2541
O -3.852 3.616 1.050 -0.8218
C -2.714 4.469 1.292 -0.2578
H -7.489 2.105 1.364 0.1898
H -6.552 3.612 1.473 0.1911
H -6.527 2.659 -0.027 0.1931
H -4.954 1.700 4.509 0.1997
H -6.314 2.851 4.510 0.1814
H -4.812 3.239 5.379 0.1930
H -2.636 4.720 2.349 0.1870
H -2.854 5.378 0.715 0.1911
H -1.811 3.955 0.974 0.2195
C 3.628 -1.449 -4.865 -0.2510
O 2.989 -2.355 -3.952 -0.8202
P 2.197 -3.614 -4.482 2.5803
O 1.525 -4.350 -3.414 -1.0969
O 3.237 -4.462 -5.339 -0.8280
C 4.341 -5.067 -4.647 -0.2543
O 1.279 -3.007 -5.615 -0.8197
C 0.418 -3.894 -6.349 -0.2506
H 4.584 -1.168 -4.430 0.1958
H 3.791 -1.912 -5.838 0.1898
H 3.005 -0.565 -4.982 0.1962
H 4.178 -5.080 -3.570 0.2008
H 5.249 -4.510 -4.874 0.1837
H 4.441 -6.088 -5.004 0.1954
H 0.900 -4.856 -6.521 0.1919
H 0.211 -3.419 -7.303 0.1948
H -0.509 -4.041 -5.797 0.1958
```

* frontier orbital gap: 10.5 eV



ORCA calculation (ωB97M-V with the def2-TZVPD basis set) on 3 unconnected molecules or ions with the total composition C13H34F3N3O6PS.

XYZ file:
```
61
Properties=species:S:1:pos:R:3:nbo_charge:R:1
N 2.799 -0.391 -1.318 -1.1471
P 3.283 -0.296 -2.869 0.9950
S 2.914 -2.201 -3.912 1.8380
O 3.856 -3.139 -3.402 -0.8328
O 1.505 -2.414 -3.853 -0.8452
C 3.411 -1.726 -5.671 0.7822
F 3.348 -0.388 -5.733 -0.3142
F 2.572 -2.260 -6.507 -0.2573
F 4.638 -2.116 -5.898 -0.2653
H 1.975 -1.005 -1.162 0.4710
H 2.602 0.552 -0.962 0.4471
H 2.587 0.673 -3.596 0.0349
H 4.657 -0.076 -2.944 0.0485
C -1.263 -5.842 2.434 -0.2474
O -2.086 -4.918 1.749 -0.5575
C -2.624 -3.882 2.560 -0.0708
C -2.024 -2.544 2.191 -0.2430
N -0.616 -2.480 2.560 -0.6142
C 0.103 -1.329 2.045 -0.2501
C 0.210 -1.166 0.534 -0.0848
O 1.015 -2.156 -0.112 -0.5869
C 0.326 -3.367 -0.432 -0.2460
H -1.066 -6.665 1.750 0.1976
H -0.306 -5.403 2.741 0.1547
H -1.764 -6.237 3.322 0.1800
H -2.470 -4.100 3.620 0.1834
H -3.700 -3.841 2.375 0.1915
H -2.565 -1.752 2.716 0.1998
H -2.189 -2.402 1.113 0.1594
H -0.155 -3.327 2.253 0.3536
H 1.119 -1.366 2.447 0.2089
H -0.362 -0.422 2.446 0.2008
H 0.702 -0.202 0.359 0.1639
H -0.769 -1.112 0.046 0.1789
H -0.715 -3.173 -0.695 0.1859
H 0.366 -4.076 0.395 0.1851
H 0.831 -3.814 -1.286 0.1936
C -0.951 5.606 2.633 -0.2472
O -1.411 4.276 2.481 -0.5585
C -2.591 4.138 1.700 -0.0708
C -2.291 3.436 0.395 -0.2412
N -1.483 4.271 -0.482 -0.6149
C -0.953 3.595 -1.655 -0.2507
C 0.001 2.428 -1.429 -0.0826
O 1.271 2.777 -0.888 -0.5745
C 1.300 2.918 0.531 -0.2553
H -0.162 5.589 3.382 0.1975
H -0.543 6.016 1.701 0.1556
H -1.750 6.265 2.981 0.1800
H -3.055 5.112 1.522 0.1843
H -3.295 3.526 2.270 0.1895
H -3.233 3.200 -0.109 0.1998
H -1.802 2.483 0.648 0.1545
H -0.718 4.668 0.049 0.3534
H -0.428 4.340 -2.258 0.2097
H -1.792 3.233 -2.256 0.2003
H 0.216 1.996 -2.413 0.1709
H -0.458 1.633 -0.829 0.1631
H 0.599 2.234 1.016 0.1751
H 1.074 3.938 0.843 0.1847
H 2.312 2.687 0.865 0.1862
```

* total charge: +1
* frontier orbital gap: 7.0 eV



ORCA calculation (ωB97M-V with the def2-TZVPD basis set) on a molecular structure, C13H34IN6OSi2Ti.

XYZ file:
```
58
Properties=species:S:1:pos:R:3:mulliken_spin:R:1
Ti -0.212 -0.247 -1.118 0.9837
C 0.522 -2.732 2.915 0.0009
N 1.702 -2.304 2.160 -0.0004
C 3.031 -2.532 2.734 0.0002
C 1.524 -1.665 1.002 0.0155
N 0.348 -1.432 0.469 -0.0256
N 2.685 -1.261 0.362 0.0018
C 2.837 -0.491 -0.770 0.0077
N 4.112 -0.247 -1.101 0.0002
N 1.823 -0.044 -1.454 -0.0021
H 0.850 -3.212 3.830 0.0002
H -0.064 -3.457 2.349 0.0002
H -0.099 -1.876 3.187 -0.0004
H 2.918 -3.100 3.650 -0.0003
H 3.526 -1.591 2.983 0.0000
H 3.654 -3.134 2.070 0.0000
H -0.395 -1.796 1.054 0.0128
H 3.539 -1.482 0.846 -0.0003
H 4.891 -0.589 -0.565 -0.0003
H 4.328 0.336 -1.891 0.0003
H 2.128 0.508 -2.248 0.0170
N -1.122 -1.479 -5.074 0.0070
C -0.983 -1.814 -3.807 0.0040
O -0.778 -0.941 -2.932 -0.0098
C -1.091 -3.255 -3.428 0.0015
I 0.776 -3.919 -2.649 0.0007
H -1.070 -0.508 -5.348 -0.0001
H -1.305 -2.167 -5.786 -0.0004
H -1.342 -3.895 -4.267 -0.0001
H -1.832 -3.369 -2.641 0.0004
C -2.918 -0.660 -0.622 0.0284
Si -2.532 0.979 0.287 -0.0205
C -2.378 0.590 2.110 0.0044
C -3.926 2.160 -0.028 -0.0018
C -0.896 1.528 -0.427 -0.0091
Si 0.178 2.756 0.498 0.0115
C 1.158 1.869 1.836 0.0037
C -0.863 4.091 1.279 -0.0027
C 1.392 3.503 -0.716 0.0010
H -3.817 -1.094 -0.177 0.0007
H -2.167 -1.464 -0.508 -0.0144
H -3.121 -0.522 -1.686 0.0032
H -3.368 0.435 2.543 0.0001
H -1.913 1.410 2.660 0.0000
H -1.799 -0.316 2.304 -0.0006
H -4.871 1.732 0.312 -0.0003
H -4.026 2.402 -1.088 0.0000
H -3.766 3.094 0.513 0.0001
H -1.127 1.970 -1.421 -0.0193
H 0.520 1.352 2.555 0.0003
H 1.756 2.596 2.391 0.0002
H 1.854 1.141 1.408 0.0007
H -1.504 3.698 2.072 0.0000
H -1.502 4.584 0.544 -0.0002
H -0.224 4.856 1.725 -0.0003
H 2.154 2.781 -1.021 0.0007
H 1.913 4.349 -0.263 -0.0002
H 0.892 3.874 -1.613 0.0001
```

* energy relative to the best compared isomer or geometry (same formula, charge and spin): 0.0 kcal/mol
* total charge: +2
* multiplicity: 2
* frontier orbital gap (alpha / beta): 8.3 / 8.6 eV



ORCA calculation (ωB97M-V with the def2-TZVPD basis set) on 3 unconnected molecules or ions with the total composition C13H35BBrO3P2.

XYZ file:
```
55
Properties=species:S:1:pos:R:3:nbo_charge:R:1
O 3.781 -5.578 -0.080 -1.0298
P 3.005 -5.670 -1.301 1.2988
P 2.815 -3.683 -2.263 0.7746
Br 1.401 -2.582 -1.069 0.0173
C 4.345 -2.816 -2.432 -1.1156
B 5.009 -2.379 -1.023 1.1537
O 5.000 -1.097 -0.650 -0.8558
O 5.645 -3.303 -0.283 -0.9050
H 1.661 -6.009 -1.084 -0.0238
H 3.491 -6.538 -2.291 -0.0181
H 2.297 -3.884 -3.546 0.0552
H 4.111 -1.933 -3.005 0.2918
H 5.060 -3.424 -2.967 0.3156
H 4.145 -0.654 -0.792 0.5056
H 5.100 -3.626 0.457 0.5337
C -3.446 2.203 -0.458 -0.6111
C -3.832 1.331 -1.652 -0.3999
C -3.465 -0.140 -1.471 -0.3986
C -1.968 -0.403 -1.314 -0.3993
C -1.098 0.093 -2.468 -0.3962
C -1.409 -0.583 -3.801 -0.6117
H -2.367 2.208 -0.290 0.1925
H -3.756 3.235 -0.619 0.2195
H -3.930 1.848 0.454 0.2058
H -3.372 1.729 -2.561 0.1927
H -4.911 1.398 -1.805 0.2121
H -3.852 -0.714 -2.317 0.2021
H -3.978 -0.529 -0.587 0.2070
H -1.816 -1.484 -1.193 0.1826
H -1.617 0.054 -0.384 0.2049
H -0.049 -0.097 -2.212 0.1735
H -1.188 1.176 -2.577 0.2102
H -1.285 -1.668 -3.727 0.1860
H -0.741 -0.222 -4.584 0.2107
H -2.429 -0.383 -4.126 0.2176
C -1.348 3.995 4.298 -0.6106
C -1.647 3.059 3.131 -0.3992
C -1.251 1.608 3.397 -0.3969
C 0.243 1.381 3.640 -0.3977
C 1.152 1.853 2.507 -0.4006
C 0.892 1.127 1.192 -0.6090
H -0.281 4.040 4.520 0.1996
H -1.676 5.010 4.072 0.2153
H -1.868 3.670 5.200 0.2058
H -1.151 3.428 2.228 0.1897
H -2.719 3.089 2.920 0.2061
H -1.583 0.990 2.557 0.1911
H -1.800 1.244 4.270 0.2075
H 0.409 0.312 3.808 0.1957
H 0.545 1.878 4.564 0.2099
H 2.191 1.691 2.804 0.2034
H 1.044 2.929 2.355 0.2039
H 1.034 0.047 1.310 0.1801
H 1.579 1.476 0.417 0.2020
H -0.123 1.299 0.831 0.2052
```

* energy relative to the best compared isomer or geometry (same formula, charge and spin): 0.0 kcal/mol
* total charge: +1
* frontier orbital gap: 8.0 eV



ORCA calculation (ωB97M-V with the def2-TZVPD basis set) on 5 unconnected molecules or ions with the total composition C13H35O20P3S2.

XYZ file:
```
73
Properties=species:S:1:pos:R:3:mulliken_charge:R:1
C -1.165 -2.523 4.419 -0.7288
O -1.677 -3.641 3.742 0.1570
P -2.909 -4.473 4.328 0.6269
O -3.996 -3.701 4.920 -0.6884
O -3.307 -5.425 3.081 -0.3023
C -3.932 -4.858 1.918 -0.5920
O -2.259 -5.484 5.374 -0.3460
C -1.260 -6.376 4.906 -0.6317
H -0.098 -2.388 4.268 0.2709
H -1.572 -2.463 5.438 0.4024
H -1.591 -1.552 4.108 0.2157
H -4.327 -3.871 2.160 0.3188
H -4.628 -5.622 1.587 0.2441
H -3.188 -4.681 1.136 0.2255
H -0.550 -6.554 5.729 0.2793
H -0.576 -5.951 4.173 0.2612
H -1.600 -7.393 4.726 0.2773
C -2.325 5.644 1.292 -0.7323
O -1.453 4.847 0.517 -0.3918
P -1.899 3.504 -0.207 1.1659
O -0.977 2.953 -1.192 -0.5117
O -3.381 3.828 -0.714 -0.3618
C -4.246 2.787 -1.173 -0.6398
O -2.176 2.540 1.073 -0.3234
C -1.077 2.365 1.973 -0.4952
H -3.345 5.252 1.285 0.3285
H -2.328 6.671 0.936 0.2608
H -2.087 5.656 2.359 0.2814
H -3.802 1.794 -1.086 0.2831
H -4.511 2.998 -2.207 0.2458
H -5.126 2.800 -0.530 0.2599
H -0.098 2.623 1.558 0.2886
H -0.912 1.291 2.114 0.0540
H -1.340 2.842 2.912 0.3509
C 4.012 -0.940 -5.251 -0.4707
O 3.000 -0.274 -6.043 -0.3926
P 1.841 0.476 -5.271 0.9718
O 2.176 0.890 -3.904 -0.4307
O 0.557 -0.504 -5.346 -0.2872
C -0.732 0.085 -5.377 -0.6392
O 1.630 1.636 -6.378 -0.3716
C 1.271 2.971 -5.985 -0.5518
H 4.080 -1.970 -5.597 0.2522
H 3.682 -0.979 -4.216 0.1428
H 4.976 -0.456 -5.369 0.2454
H -0.878 0.975 -6.004 0.2805
H -1.152 0.302 -4.396 0.2316
H -1.322 -0.625 -5.971 0.3034
H 0.686 2.917 -5.068 0.2631
H 0.664 3.360 -6.802 0.2379
H 2.130 3.631 -5.878 0.2578
O -0.948 -2.557 0.015 -0.5563
S 0.267 -2.070 0.601 1.0892
O 0.786 -2.679 1.790 -0.5360
O 1.517 -1.947 -0.462 -0.3883
C 1.337 -0.818 -1.277 -0.0645
C 0.448 0.198 -0.528 0.0309
O 0.213 -0.466 0.743 -0.0645
H 2.313 -0.387 -1.493 0.2166
H 0.831 -1.152 -2.186 0.0510
H -0.499 0.318 -1.045 0.0426
H 0.948 1.151 -0.407 0.1384
O 4.591 3.594 0.754 -0.5869
S 3.677 2.585 1.167 0.9844
O 2.333 2.776 0.721 -0.4066
O 4.255 1.101 0.768 -0.3048
C 4.843 0.457 1.918 -0.2877
C 4.077 0.998 3.086 -0.2340
O 3.762 2.346 2.784 -0.3262
H 4.735 -0.619 1.809 0.3052
H 5.862 0.849 1.824 0.2742
H 4.611 0.912 4.035 0.3190
H 3.139 0.478 3.312 0.2088
```

* structure (SMILES): COP(=O)(OC)OC.COP(=O)(OC)OC.COP(=O)(OC)OC.O=S1(=O)OCCO1.O=S1(=O)OCCO1
* energy relative to the best compared isomer or geometry (same formula, charge and spin): 0.0 kcal/mol
* frontier orbital gap: 10.8 eV



ORCA calculation (ωB97M-V with the def2-TZVPD basis set) on a molecular structure, C13H36Cl3F3N3O6S.

XYZ file:
```
65
Properties=species:S:1:pos:R:3:nbo_charge:R:1
C -6.276 -16.699 2.598 -0.6296
C -4.797 -16.716 3.005 -0.0603
C -3.811 -16.044 2.116 -0.0835
O -2.648 -15.791 2.905 -0.5658
C -1.577 -15.361 2.004 -0.2495
N -4.703 -16.003 4.327 -0.7475
H -3.765 -15.947 4.788 0.4289
H -5.112 -15.074 4.213 0.4498
H -5.404 -16.429 5.004 0.4074
H -6.715 -15.751 2.978 0.2612
H -6.762 -17.615 2.968 0.2369
H -6.341 -16.656 1.479 0.2118
H -4.443 -17.740 3.205 0.2021
H -4.117 -15.043 1.676 0.1991
H -3.641 -16.689 1.272 0.1712
H -1.977 -14.958 1.113 0.1792
H -0.932 -16.236 1.763 0.1729
H -0.977 -14.631 2.584 0.1954
C -10.447 -16.148 7.701 -0.6454
C -10.289 -17.654 7.511 -0.0737
C -11.495 -18.512 7.631 -0.0884
O -11.116 -19.760 7.140 -0.5419
C -11.705 -20.793 7.890 -0.2385
N -9.761 -17.751 6.119 -0.7377
H -9.244 -18.634 6.063 0.4334
H -10.353 -17.636 5.234 0.4643
H -9.017 -17.075 5.919 0.4755
H -10.756 -15.930 8.742 0.2321
H -11.182 -15.642 7.033 0.2240
H -9.475 -15.687 7.637 0.2353
H -9.432 -18.016 8.079 0.2837
H -12.378 -18.120 7.147 0.1707
H -11.711 -18.451 8.655 0.1965
H -11.701 -20.533 8.914 0.1785
H -11.122 -21.727 7.670 0.1898
H -12.737 -21.009 7.627 0.1563
C -9.577 -11.796 5.111 -0.6312
C -8.669 -12.527 6.058 -0.0752
C -9.056 -12.823 7.486 -0.0780
O -8.165 -13.797 8.060 -0.5628
C -7.942 -13.467 9.444 -0.2487
N -8.463 -13.880 5.470 -0.8108
H -8.136 -14.496 6.196 0.4469
H -9.270 -14.314 4.964 0.4564
H -7.554 -13.800 4.782 0.4734
H -9.688 -10.671 5.449 0.2058
H -10.614 -12.252 4.931 0.2331
H -9.119 -11.841 4.139 0.2545
H -7.732 -12.078 6.065 0.2141
H -10.109 -13.018 7.585 0.1839
H -8.868 -11.811 7.948 0.1710
H -8.897 -13.252 9.923 0.1719
H -7.288 -12.614 9.417 0.1664
H -7.414 -14.359 9.859 0.2354
C -8.033 -19.510 11.282 0.6708
F -7.181 -20.477 10.750 -0.3465
F -9.250 -20.089 11.435 -0.3319
F -7.634 -19.181 12.516 -0.3248
S -7.915 -18.049 10.189 2.3141
O -7.535 -18.682 8.910 -0.9746
O -9.284 -17.588 10.313 -1.0164
O -6.897 -17.164 10.796 -0.9642
Cl -6.185 -12.838 3.385 -0.8862
Cl -6.698 -16.827 5.967 -0.7657
Cl -10.545 -15.473 3.969 -0.8748
```

* total charge: -1
* frontier orbital gap: 8.8 eV



Calculated total energy (Eh)
-5639.623997, -2170.157287, -2645.364047, -4023.450272, -3841.753508, -3211.082456
Max |F| (eV Å⁻¹)
0.801, 0.981, 0.476, 1.582, 2.460, 3.814